# 1
The following is a quantum chemistry calculation of C41H65N6O10PSr as an isolated structure at a distorted geometry, from the OMol25 dataset.

Positions of all 124 atoms, in Å:
1 Sr 0.91445 -0.27106 1.22483
2 C -0.20576 -3.63225 -2.65497
3 C 0.30296 -3.09762 -1.31522
4 C 0.61080 -4.29080 -0.36819
5 C 0.50595 -4.10433 1.15914
6 C 1.61242 -4.83536 1.88580
7 C -0.85910 -4.48325 1.69475
8 N 0.69517 -2.52986 1.39706
9 C 0.88620 -1.94281 2.85188
10 C 2.44264 -1.51215 2.92900
11 N 2.56645 0.00794 2.93548
12 C 1.78128 0.47815 4.13027
13 C 0.36602 1.06565 3.66075
14 O -0.59091 1.07980 4.40882
15 O 0.41935 1.50451 2.45357
16 C 3.92502 0.56764 2.68001
17 C 5.01374 -0.49253 2.60641
18 C 3.84933 1.61037 1.51849
19 C 3.89193 1.27464 -0.02101
20 C 4.16131 2.61605 -0.71323
21 C 5.02180 0.32324 -0.39144
22 N 2.53061 0.77435 -0.49805
23 C 2.51506 0.04900 -1.79424
24 C 1.29452 -0.90572 -2.00486
25 N 1.48463 -2.22631 -1.43123
26 C 2.72592 -2.90284 -1.76466
27 C 3.57068 -3.15082 -0.52232
28 O 4.45061 -3.99526 -0.56223
29 O 3.23535 -2.45036 0.50603
30 H -1.10524 -4.23287 -2.51167
31 H 0.53893 -4.25848 -3.15052
32 H -0.46287 -2.81074 -3.32561
33 H -0.49823 -2.47000 -0.91676
34 H 1.62357 -4.63760 -0.57288
35 H -0.05808 -5.11183 -0.63337
36 H 1.52354 -5.89373 1.63570
37 H 1.52324 -4.73291 2.96797
38 H 2.59701 -4.48905 1.57163
39 H -0.90691 -5.57176 1.73675
40 H -1.66118 -4.12172 1.04751
41 H -1.04911 -4.08251 2.69069
42 H -0.17631 -2.05121 0.97019
43 H 1.62594 -2.26345 0.85632
44 H 0.60085 -2.64248 3.62810
45 H 0.18416 -1.06773 3.01231
46 H 2.96439 -1.95321 2.04507
47 H 2.89750 -1.97856 3.80868
48 H 2.28765 1.30018 4.64016
49 H 1.63316 -0.32564 4.85524
50 H 4.16628 1.16237 3.56789
51 H 4.87132 -1.21884 1.80927
52 H 5.06493 -1.03959 3.54943
53 H 5.97695 -0.00175 2.46230
54 H 4.67260 2.31052 1.68748
55 H 2.90722 2.15374 1.67799
56 H 5.18008 2.95219 -0.51322
57 H 3.48082 3.39503 -0.36279
58 H 4.05348 2.51596 -1.79511
59 H 5.90015 0.57831 0.20048
60 H 5.29646 0.43806 -1.44113
61 H 4.77666 -0.72126 -0.20589
62 H 1.94629 1.60521 -0.59233
63 H 3.42172 -0.53860 -1.83994
64 H 2.53293 0.74871 -2.63808
65 H 1.10969 -0.96650 -3.08945
66 H 0.42635 -0.44245 -1.54655
67 H 3.31732 -2.30084 -2.45473
68 H 2.56054 -3.86688 -2.25062
69 O -1.89983 -1.48799 2.31907
70 C -2.12857 -1.25515 1.12572
71 O -1.25232 -0.76600 0.32871
72 C -3.43550 -1.65799 0.51183
73 C -4.46343 -2.11735 1.32952
74 C -5.63791 -2.52579 0.73688
75 C -5.84111 -2.52910 -0.62749
76 C -4.78556 -2.09079 -1.39838
77 C -3.59335 -1.63681 -0.87082
78 N -4.94770 -2.13354 -2.88237
79 O -6.05917 -2.34760 -3.31276
80 O -3.95206 -1.96270 -3.55005
81 N -6.75292 -3.00326 1.60775
82 O -7.78480 -3.32114 1.05908
83 O -6.54626 -3.04116 2.79906
84 H -4.33596 -2.14317 2.40220
85 H -6.76720 -2.86711 -1.06574
86 H -2.80409 -1.27217 -1.51436
87 C -1.26646 5.33778 -2.13426
88 C -0.25001 4.51121 -1.35129
89 C 0.37394 5.34484 -0.22831
90 C 0.86331 4.11240 -2.32960
91 P -0.92884 2.92832 -0.56439
92 C -1.79337 2.16760 -2.00727
93 C -3.16914 2.15655 -2.25789
94 C -3.69751 1.54668 -3.38598
95 C -2.86315 0.93178 -4.30855
96 C -1.49767 0.92033 -4.07966
97 C -0.98252 1.52217 -2.93961
98 C -2.26574 3.49060 0.66094
99 C -3.30172 4.49654 0.16010
100 C -1.59065 4.07437 1.91754
101 C -2.95130 2.18479 1.10563
102 H -0.74810 6.12833 -2.68567
103 H -2.00005 5.81812 -1.48711
104 H -1.80217 4.72592 -2.86225
105 H 1.02727 6.10810 -0.66046
106 H 0.96811 4.73862 0.46132
107 H -0.38577 5.85839 0.36056
108 H 1.41321 5.01113 -2.62293
109 H 0.46208 3.66358 -3.23719
110 H 1.58436 3.41690 -1.90077
111 H -3.85483 2.60888 -1.55743
112 H -4.76868 1.55386 -3.54374
113 H -3.27707 0.44944 -5.18306
114 H -0.83063 0.43745 -4.78251
115 H 0.08456 1.47015 -2.76970
116 H -2.89588 5.50978 0.17082
117 H -4.15643 4.49078 0.84248
118 H -3.67711 4.30751 -0.84362
119 H -1.47266 5.15626 1.83637
120 H -0.63261 3.62200 2.13301
121 H -2.22367 3.87028 2.78374
122 H -3.42810 1.64675 0.28497
123 H -3.70905 2.42447 1.85523
124 H -2.23041 1.52007 1.57154

Results
Kohn-Sham gap in eV: 7.45
HOMO level in eV: -8.37
Multiplicity: 1
Total energy in eV: -83107.8829
LUMO level in eV: -0.92
Max |F| in eV Å⁻¹: 7.56

# 2
The following is a quantum chemistry calculation of a 11-piece molecular cluster, C41H67F24O28P3 overall at a distorted geometry, from the OMol25 dataset.

Positions of all 163 atoms, in Å:
1 C -9.39328 -29.34633 2.12113
2 C -8.13920 -28.51962 1.90124
3 O -7.00710 -29.17900 2.56465
4 C -5.90792 -28.43612 2.66059
5 O -5.76202 -27.24665 2.31387
6 C -4.80267 -29.17023 3.33837
7 F -5.06826 -30.45016 3.59358
8 F -3.71769 -29.13732 2.56346
9 F -4.52126 -28.55844 4.47842
10 H -9.56980 -29.49969 3.19454
11 H -9.29781 -30.32980 1.64719
12 H -10.22821 -28.80342 1.68929
13 H -8.21553 -27.49719 2.22689
14 H -7.85618 -28.44050 0.86870
15 C -10.66562 -26.00129 4.09787
16 C -10.84950 -25.37825 5.46797
17 O -9.67818 -24.59105 5.68793
18 C -9.73257 -24.05992 6.90544
19 O -10.68541 -24.16848 7.68106
20 C -8.46862 -23.28617 7.24673
21 F -7.83534 -22.76207 6.16802
22 F -8.78487 -22.22497 8.03802
23 F -7.68314 -24.13909 7.94384
24 H -11.47541 -26.71067 3.92090
25 H -9.66466 -26.41775 3.91807
26 H -10.78676 -25.23186 3.33485
27 H -11.02622 -26.03204 6.31873
28 H -11.69747 -24.68863 5.55657
29 C -18.29600 -24.69811 7.97648
30 C -17.81714 -24.96496 6.55088
31 O -16.64082 -25.78593 6.76070
32 C -15.90343 -26.00010 5.61933
33 O -16.15124 -25.50460 4.50585
34 C -14.74885 -26.89683 5.94718
35 F -14.18716 -26.61815 7.09883
36 F -15.20040 -28.16944 5.97702
37 F -13.82791 -26.73672 5.00572
38 H -18.53507 -25.63949 8.44547
39 H -19.25535 -24.20063 7.89720
40 H -17.57054 -24.14727 8.57140
41 H -17.58050 -24.06109 5.99661
42 H -18.51822 -25.53430 5.95435
43 C -11.56283 -29.63532 5.75568
44 C -12.57393 -30.75136 5.84054
45 O -12.04134 -32.00581 5.35853
46 C -11.16544 -32.60229 6.19995
47 O -10.99680 -32.25141 7.36618
48 C -10.50443 -33.84386 5.63324
49 F -10.84463 -34.09130 4.38460
50 F -9.17436 -33.67052 5.78692
51 F -10.81629 -34.91227 6.35313
52 H -12.11305 -28.76670 6.13166
53 H -11.25395 -29.44712 4.72912
54 H -10.73334 -29.80746 6.43083
55 H -13.31415 -30.53659 5.10191
56 H -13.02518 -30.90204 6.80115
57 C -17.42856 -33.96003 0.72227
58 C -17.24462 -34.08638 2.22119
59 O -17.50961 -32.73762 2.81459
60 C -17.46793 -32.66467 4.16492
61 O -17.08809 -33.55175 4.91700
62 C -17.80089 -31.28200 4.66840
63 F -16.76623 -30.97619 5.47617
64 F -17.95499 -30.31227 3.76088
65 F -18.90011 -31.26936 5.42700
66 H -18.45837 -33.71314 0.47003
67 H -17.17861 -34.95909 0.34331
68 H -16.69042 -33.31005 0.24536
69 H -16.25730 -34.35587 2.62086
70 H -17.98154 -34.79006 2.65853
71 C -17.28892 -26.51792 0.97217
72 C -18.72080 -26.90955 1.30988
73 O -18.82812 -28.33637 1.32087
74 C -20.10042 -28.78182 1.44924
75 O -21.09511 -28.03294 1.55383
76 C -20.23254 -30.29403 1.33966
77 F -21.16755 -30.61354 0.47683
78 F -19.11587 -30.85919 0.89577
79 F -20.54337 -30.80907 2.48806
80 H -17.31635 -25.49496 0.54353
81 H -16.76410 -27.22903 0.37681
82 H -16.70141 -26.51195 1.89569
83 H -19.37734 -26.60242 0.52766
84 H -19.02352 -26.54910 2.29826
85 C -13.57406 -25.63442 1.78065
86 C -13.08964 -26.74444 0.85947
87 O -13.99798 -27.82607 0.91051
88 C -13.81601 -28.81630 1.70727
89 O -12.84820 -28.98396 2.44769
90 C -14.88732 -29.95345 1.66216
91 F -15.05307 -30.47651 2.92052
92 F -16.08346 -29.48778 1.31618
93 F -14.48016 -30.98394 0.87123
94 H -13.59895 -25.90823 2.81601
95 H -14.52350 -25.20710 1.47592
96 H -12.87711 -24.78999 1.79137
97 H -12.08706 -27.10092 1.03293
98 H -13.12225 -26.41242 -0.18817
99 C -14.49414 -20.89204 -2.17473
100 C -15.81241 -21.53657 -1.97338
101 O -15.74949 -22.92783 -2.50777
102 C -15.29903 -23.84195 -1.66407
103 O -15.01758 -23.73060 -0.44275
104 C -15.14497 -25.17519 -2.39424
105 F -15.84932 -26.11920 -1.77025
106 F -15.54618 -25.17269 -3.66199
107 F -13.88054 -25.50255 -2.36113
108 H -13.98758 -21.09381 -3.11538
109 H -13.90760 -21.24283 -1.31434
110 H -14.52741 -19.81503 -1.98725
111 H -16.61439 -21.03380 -2.49343
112 H -16.15064 -21.59081 -0.94762
113 C -17.92685 -22.67182 2.32523
114 O -17.33977 -21.64590 1.46194
115 P -16.30332 -20.56044 1.93857
116 O -15.94906 -19.58241 0.94920
117 O -17.07749 -20.08036 3.25061
118 C -16.48690 -18.92180 3.92798
119 O -15.07436 -21.35318 2.60052
120 C -13.85517 -21.41775 1.84767
121 H -17.15647 -23.36314 2.70334
122 H -18.61605 -23.17083 1.67443
123 H -18.49036 -22.19177 3.08780
124 H -16.74368 -17.99325 3.47692
125 H -15.39718 -19.03033 4.00594
126 H -16.95565 -18.99127 4.92192
127 H -13.23396 -20.53781 1.88234
128 H -14.10173 -21.68792 0.80409
129 H -13.25058 -22.22573 2.32842
130 C -8.76239 -35.92089 0.24591
131 O -10.04896 -35.22970 0.43243
132 P -10.10282 -33.70664 0.98414
133 O -9.03519 -33.42364 1.96371
134 O -11.61911 -33.59503 1.41379
135 C -11.99542 -32.36414 2.14083
136 O -9.95807 -32.81635 -0.31096
137 C -10.98818 -32.82013 -1.33711
138 H -8.09844 -35.69377 1.08572
139 H -8.21682 -35.67788 -0.65515
140 H -9.01854 -36.98317 0.28652
141 H -12.05272 -31.49226 1.50075
142 H -11.35714 -32.19213 3.00286
143 H -13.00937 -32.62258 2.42667
144 H -11.93823 -32.41184 -0.96145
145 H -11.17289 -33.87249 -1.56487
146 H -10.71673 -32.28617 -2.24212
147 C -7.85290 -25.47284 -2.65337
148 O -8.23484 -25.41122 -1.26948
149 P -9.76828 -25.78189 -0.95161
150 O -10.73772 -25.46929 -2.02998
151 O -10.01760 -25.01268 0.43960
152 C -10.19081 -23.56959 0.41813
153 O -9.79546 -27.33099 -0.49277
154 C -9.81723 -28.34259 -1.51023
155 H -8.65505 -25.74519 -3.33294
156 H -7.00763 -26.16786 -2.68381
157 H -7.57192 -24.44436 -2.90158
158 H -10.75787 -23.30851 -0.47869
159 H -9.22005 -23.05403 0.42811
160 H -10.75957 -23.34201 1.32879
161 H -9.56216 -29.22624 -0.93514
162 H -9.15640 -28.14825 -2.35634
163 H -10.81135 -28.50500 -1.94665

Results
Kohn-Sham gap in eV: 10.78
HOMO level in eV: -10.65
SMILES: CCOC(=O)C(F)(F)F.CCOC(=O)C(F)(F)F.CCOC(=O)C(F)(F)F.CCOC(=O)C(F)(F)F.CCOC(=O)C(F)(F)F.CCOC(=O)C(F)(F)F.CCOC(=O)C(F)(F)F.CCOC(=O)C(F)(F)F.COP(=O)(OC)OC.COP(=O)(OC)OC.COP(=O)(OC)OC
Multiplicity: 1
Energy relative to the best compared isomer or geometry (same formula, charge and spin) in eV: 0.000
Total energy in eV: -194028.2471
LUMO level in eV: 0.13
Max |F| in eV Å⁻¹: 4.17

# 3
The following is a quantum chemistry calculation of a 3-piece molecular cluster, C41H68Br2F3N2O13P3 overall at a distorted geometry, from the OMol25 dataset.

Positions of all 132 atoms, in Å:
1 C -5.88029 0.25115 3.90750
2 C -4.75569 0.11149 3.47435
3 C -3.30881 -0.18469 3.11772
4 C -2.99656 0.25654 1.65195
5 C -3.89583 -0.48473 0.57328
6 C -4.64327 0.59339 -0.23666
7 C -5.88097 1.08656 0.27586
8 C -6.65185 2.09621 -0.32164
9 C -6.16952 2.68026 -1.53238
10 C -4.98890 2.19500 -2.08538
11 C -4.17294 1.11529 -1.44404
12 O -2.44518 0.41490 4.06830
13 C -1.17453 -0.24627 4.11038
14 C -1.09429 -1.02902 5.45036
15 C -2.21018 -2.13673 5.49381
16 N -2.11769 -2.83395 6.80430
17 C 0.05207 0.72542 3.81788
18 C 0.86921 -0.06533 2.69513
19 C 2.10230 0.65828 2.15188
20 C 3.37051 0.23678 2.64929
21 C 4.58272 0.83031 2.27174
22 C 4.56078 1.89706 1.33904
23 C 3.31401 2.31503 0.82395
24 C 3.35588 3.50102 -0.17941
25 C 2.09376 1.70570 1.21073
26 O -0.32909 1.95038 3.19656
27 C -0.74624 2.96976 4.11303
28 C 0.22643 4.20992 4.09867
29 N 0.97349 4.25285 2.80753
30 C -2.12079 3.51800 3.55682
31 C -2.83682 4.49000 4.54970
32 C -4.03303 3.88745 5.32935
33 F -4.77401 3.08871 4.51320
34 Br -5.22195 5.43483 5.76089
35 C -3.63970 3.21727 6.71401
36 F -4.23756 3.87436 7.74905
37 F -2.30339 3.28626 6.97452
38 Br -4.19925 1.35738 6.89116
39 P 1.25882 0.90614 5.23155
40 O 2.04660 -0.31430 5.46032
41 O 0.56150 1.31449 6.66622
42 O 2.34845 2.10462 4.95014
43 H -6.96373 0.30923 3.92299
44 H -3.25865 -1.29978 3.11084
45 H -1.96242 -0.08709 1.44299
46 H -3.09212 1.34316 1.49362
47 H -4.57393 -1.23281 1.02510
48 H -3.24154 -1.04452 -0.12940
49 H -6.25615 0.64495 1.20869
50 H -7.56925 2.40662 0.19602
51 H -6.76386 3.49507 -1.96796
52 H -4.64749 2.64369 -3.03191
53 H -3.23645 0.73076 -1.87718
54 H -1.20981 -1.01915 3.30749
55 H -0.14245 -1.56163 5.62634
56 H -1.36926 -0.32837 6.26750
57 H -2.15471 -2.82214 4.62577
58 H -3.18701 -1.59275 5.49675
59 H -2.00860 -2.09224 7.50086
60 H -3.05198 -3.19971 6.99727
61 H 0.15866 -0.16605 1.84220
62 H 1.07591 -1.08181 3.07271
63 H 3.40902 -0.59745 3.36876
64 H 5.50623 0.44875 2.73192
65 H 5.51482 2.36839 1.06015
66 H 3.36777 3.05704 -1.19652
67 H 4.32610 4.02333 -0.04887
68 H 2.51603 4.19880 -0.02456
69 H 1.13945 2.06645 0.80032
70 H -0.98287 2.62238 5.13574
71 H -0.31534 5.17209 4.18295
72 H 0.96939 4.17670 4.92132
73 H 0.32740 4.06757 2.03616
74 H 1.20346 5.24119 2.67814
75 H -2.76035 2.71245 3.16072
76 H -1.83948 4.13399 2.66951
77 H -3.21537 5.36540 3.98745
78 H -2.07942 4.90437 5.24689
79 H 0.46280 2.28235 6.65519
80 H 2.21781 2.50055 4.06398
81 C -2.27734 -5.87988 -5.35590
82 C -3.40317 -4.92173 -5.69583
83 O -3.21112 -3.64980 -5.09139
84 P -2.16983 -2.56812 -5.77580
85 O -2.79246 -2.40295 -7.12895
86 O -2.70326 -1.19049 -5.06846
87 C -3.16873 -0.08479 -5.84110
88 C -4.67479 -0.15319 -6.01608
89 O -1.13401 -2.69480 -4.46227
90 C 0.13721 -3.33779 -4.56018
91 C 0.83503 -3.14502 -5.88705
92 H -1.35067 -5.57442 -5.85135
93 H -2.51401 -6.89306 -5.68506
94 H -2.09131 -5.89334 -4.28047
95 H -3.51966 -4.82593 -6.77861
96 H -4.34399 -5.31346 -5.30328
97 H -2.65012 -0.04355 -6.79922
98 H -2.91315 0.82359 -5.29077
99 H -5.01500 -1.12824 -6.36350
100 H -5.01160 0.60374 -6.72839
101 H -5.15485 0.03329 -5.05327
102 H 0.02177 -4.40082 -4.33170
103 H 0.76305 -2.91719 -3.77066
104 H 0.24644 -3.54830 -6.72039
105 H 1.80187 -3.64878 -5.87697
106 H 0.99414 -2.08170 -6.08443
107 C 8.18062 -2.00082 -1.29749
108 C 8.18524 -2.75700 -2.61245
109 O 6.87616 -2.87836 -3.15363
110 P 6.20394 -1.60708 -3.96092
111 O 7.19634 -1.41976 -5.06786
112 O 5.03858 -2.41227 -4.79094
113 C 4.98054 -2.37121 -6.21641
114 C 5.73009 -3.54217 -6.82335
115 O 5.05387 -1.40185 -2.75805
116 C 5.09959 -0.27183 -1.87986
117 C 5.60419 0.99802 -2.53120
118 H 7.94717 -0.94457 -1.46304
119 H 9.15655 -2.05536 -0.81227
120 H 7.42718 -2.40624 -0.61982
121 H 8.86238 -2.28639 -3.33020
122 H 8.54770 -3.77345 -2.44518
123 H 5.35138 -1.41778 -6.59338
124 H 3.92634 -2.43226 -6.49657
125 H 6.73126 -3.64926 -6.40686
126 H 5.81305 -3.42598 -7.90639
127 H 5.20166 -4.47501 -6.61678
128 H 5.70088 -0.52123 -1.00186
129 H 4.08136 -0.10864 -1.52126
130 H 6.62688 0.87683 -2.90933
131 H 5.60349 1.81999 -1.81443
132 H 4.97231 1.27284 -3.37998

Results
Kohn-Sham gap in eV: 8.55
HOMO level in eV: -9.03
SMILES: C#C[C@@H](CCc1ccccc1)O[C@H](CCN)[C@@](Cc1cccc(C)c1)(O[C@@H](CN)CC[C@](F)(Br)C(F)(F)Br)P(=O)(O)O.CCOP(=O)(OCC)OCC.CCOP(=O)(OCC)OCC
Multiplicity: 1
Total energy in eV: -249320.5137
LUMO level in eV: -0.48
Max |F| in eV Å⁻¹: 7.99